A structure of composition C17H30B3FNO9P in a non-equilibrium geometry. Source: OMol25; level of theory: ωB97M-V/def2-TZVPD.

Geometry as ORCA input:
```
! wB97M-V def2-TZVPD RIJCOSX def2/J DEFGRID3
* xyz 0 1
N 1.660 4.639 -2.109
P 1.549 3.542 -3.197
O 0.457 3.889 -4.329
O 2.918 3.245 -3.998
B 0.978 1.874 -2.418
O 1.633 0.694 -2.692
B 1.963 -0.024 -1.535
C 3.222 -0.942 -1.592
C 4.441 -0.038 -1.295
C 5.722 -0.728 -1.683
F 6.786 0.150 -1.612
O 1.219 0.150 -0.382
B 0.549 1.360 -0.276
C 0.459 2.209 1.026
C -0.682 2.109 1.821
C -0.799 2.873 2.977
C 0.235 3.733 3.327
C 1.370 3.845 2.539
C 1.494 3.082 1.382
O -0.024 1.827 -1.481
H 2.566 5.075 -2.012
H 0.856 3.758 -5.200
H 3.645 3.732 -3.603
H 3.161 -1.774 -0.896
H 3.304 -1.339 -2.603
H 4.426 0.227 -0.241
H 4.316 0.878 -1.870
H 5.636 -1.095 -2.702
H 5.906 -1.559 -1.009
H -1.451 1.429 1.497
H -1.699 2.786 3.562
H 0.151 4.333 4.221
H 2.156 4.531 2.810
H 2.372 3.158 0.761
O -2.766 -0.409 1.164
C -3.461 -0.167 0.212
O -3.955 -1.198 -0.496
C -4.916 -1.034 -1.543
C -4.260 -0.705 -2.868
C -3.719 1.249 -0.248
H -5.670 -0.299 -1.261
H -5.423 -1.995 -1.609
H -3.728 0.246 -2.829
H -5.009 -0.647 -3.658
H -3.534 -1.476 -3.129
H -2.880 1.576 -0.864
H -3.775 1.887 0.631
H -4.642 1.376 -0.807
O 0.056 -5.617 5.105
C -0.439 -5.187 4.101
O 0.344 -4.544 3.215
C -0.109 -4.152 1.915
C -0.832 -2.822 1.932
C -1.925 -5.291 3.842
H -0.713 -4.943 1.467
H 0.798 -4.074 1.317
H -1.738 -2.860 2.535
H -1.112 -2.523 0.924
H -0.192 -2.050 2.359
H -2.424 -4.469 4.353
H -2.276 -6.230 4.262
H -2.200 -5.273 2.790
*
```

As for the total energy: -52077.073 eV.